{
  "formula": "C28H42ClO18",
  "method": "ωB97M-V/def2-TZVPD",
  "max_force_ev_per_a": 3.0,
  "de_lowest_ev": 1.694,
  "charge": -1,
  "homo_lumo_gap_ev": 9.74,
  "energy_ev": -79090.773,
  "symbols": ["Cl", "O", "O", "O", "O", "O", "C", "O", "C", "C", "C", "H", "H", "H", "H", "H", "H", "O", "C", "O", "C", "C", "C", "H", "H", "H", "H", "H", "H", "O", "C", "O", "C", "C", "C", "H", "H", "H", "H", "H", "H", "O", "C", "O", "C", "C", "C", "H", "H", "H", "H", "H", "H", "O", "C", "O", "C", "C", "C", "H", "H", "H", "H", "H", "H", "O", "C", "O", "C", "C", "C", "H", "H", "H", "H", "H", "H", "O", "C", "O", "C", "C", "C", "H", "H", "H", "H", "H", "H"],
  "positions_angstrom": [[0.043795, 0.556611, 0.506068], [-0.763962, -0.137696, 1.458192], [0.409719, 1.908478, 0.896232], [1.250802, -0.214881, 0.222601], [-0.683507, 0.796969, -0.729507], [-4.050061, -1.140228, -2.363545], [-3.700559, -0.250720, -3.085429], [-4.472464, 0.771508, -3.507819], [-3.686233, 1.741171, -4.190974], [-2.405437, 1.018237, -4.628711], [-2.255617, -0.038475, -3.529141], [-3.571103, 2.624850, -3.558034], [-4.243018, 2.090229, -5.063932], [-1.551087, 1.674612, -4.791461], [-2.580154, 0.579930, -5.612160], [-1.787089, 0.292789, -2.597127], [-1.804631, -0.974061, -3.846290], [4.549358, 0.731211, 4.148362], [4.027394, -0.224569, 3.640141], [2.774552, -0.574205, 3.996583], [2.343353, -1.775598, 3.306221], [3.664830, -2.399299, 2.925165], [4.467381, -1.179340, 2.530962], [1.811077, -1.315109, 2.469655], [1.706240, -2.425736, 3.901334], [3.561219, -3.068983, 2.063568], [3.989714, -3.067913, 3.725013], [4.101292, -0.795618, 1.575368], [5.551190, -1.214245, 2.460559], [0.950069, 4.878985, -4.190286], [0.224596, 4.768946, -3.237949], [-0.056562, 5.802326, -2.433646], [-1.082057, 5.508964, -1.500943], [-1.607674, 4.093822, -1.842468], [-0.530743, 3.555438, -2.795466], [-1.933991, 6.189826, -1.550451], [-0.773983, 5.541813, -0.455985], [-2.559681, 4.121927, -2.368385], [-1.649939, 3.490405, -0.938579], [-1.021202, 3.145484, -3.676935], [0.107112, 2.839257, -2.278140], [-1.003735, -4.452680, -3.896756], [-0.195985, -3.921210, -3.182402], [0.505464, -2.868871, -3.668293], [1.449641, -2.440854, -2.686341], [0.925407, -2.995493, -1.374080], [0.347793, -4.338049, -1.829703], [1.557988, -1.357122, -2.722698], [2.483550, -2.796020, -2.774634], [0.247259, -2.373829, -0.790271], [1.736535, -3.169337, -0.663728], [-0.424165, -4.871621, -1.275808], [1.121301, -5.107701, -1.896343], [5.231082, 0.570340, -0.576287], [4.651053, 1.623631, -0.647854], [5.081984, 2.706707, -0.013189], [4.162662, 3.770426, -0.089815], [3.424140, 3.513789, -1.439126], [3.539816, 1.993216, -1.596044], [4.620410, 4.756709, -0.052811], [3.424076, 3.771295, 0.715713], [3.823583, 4.139484, -2.237436], [2.407226, 3.891028, -1.306584], [3.664656, 1.628746, -2.611828], [2.613661, 1.527650, -1.249969], [-0.835277, -4.354224, 1.627270], [-1.737144, -3.607389, 1.345799], [-2.303193, -2.802364, 2.253214], [-3.409985, -2.059073, 1.638813], [-3.746206, -2.895065, 0.426692], [-2.396447, -3.415473, -0.009924], [-3.120646, -1.074649, 1.261928], [-4.208810, -1.873974, 2.350197], [-4.141055, -2.354813, -0.436501], [-4.500266, -3.656885, 0.637497], [-1.746215, -2.598208, -0.351343], [-2.326485, -4.274254, -0.664723], [-2.235725, 1.940112, 5.773695], [-1.737603, 0.882967, 5.470607], [-0.587945, 0.475321, 6.059628], [-0.479794, -0.954180, 5.944793], [-1.490537, -1.424081, 4.843091], [-2.322552, -0.156046, 4.542043], [-0.659156, -1.567727, 6.829293], [0.545269, -1.127082, 5.625755], [-2.080336, -2.273997, 5.168363], [-0.826220, -1.723859, 4.036297], [-3.326052, -0.339649, 4.939047], [-2.485949, 0.107239, 3.502052]],
  "forces_ev_per_a": [[1.1883, 2.0618, -1.8039], [-0.2089, -0.0964, 0.4557], [0.2240, -0.7428, 1.2415], [-0.5623, 0.1069, 0.3153], [-0.5622, -1.2338, -0.3795], [-0.8540, 0.1802, -0.2235], [1.4682, -0.3557, 0.2976], [-0.4826, -0.3092, 0.2624], [0.0299, 0.5136, -0.9311], [0.1631, 0.1517, 0.2359], [-0.7482, 0.2079, -0.3312], [0.3421, -0.2870, 0.2259], [-0.1514, -0.1565, 0.0901], [-0.0788, 0.0086, 0.3245], [-0.1167, -0.3574, 0.1388], [0.4036, 0.2100, -0.2701], [0.0123, -0.0412, 0.0513], [0.3208, -0.4626, -0.3549], [-0.3827, 0.6985, -0.2925], [-0.4200, -0.3500, 1.2730], [0.3426, 1.2149, -0.6658], [-0.4586, -1.4554, -1.5084], [0.4784, 0.5585, 1.0283], [-0.2638, -0.9204, -0.3068], [-0.0151, 0.3566, 0.2668], [-0.1968, 0.0554, 0.0459], [0.5874, 0.5761, 0.2234], [-0.0882, 0.0654, 0.0512], [-0.0128, -0.3056, 0.1348], [-0.0130, 0.0331, 0.3532], [0.2976, -0.2850, -0.5938], [0.0378, 1.0864, 0.3890], [-1.4662, -0.9315, 0.5555], [0.8874, 0.0040, 0.0643], [-0.9084, 0.0083, 0.1975], [0.4267, 0.4883, -0.4772], [0.7379, 0.0784, -0.2068], [-0.1169, 0.1113, 0.3012], [-0.3389, -0.1127, -0.1098], [0.5077, -0.3450, 0.1156], [0.0980, -0.1300, -0.3150], [-0.2941, 0.0378, 0.6442], [0.5373, -1.3041, -1.4929], [0.4604, 0.1815, 0.2479], [0.3172, 0.9005, 1.1080], [0.5387, -0.7159, 1.5397], [-0.6597, 0.2808, -0.1412], [-0.4727, 0.0306, 0.0673], [-0.2956, -0.5425, -0.8933], [-0.2428, 0.1663, -0.6132], [0.1277, 0.1219, -0.1296], [-0.0431, 0.6546, 0.3236], [0.2099, 0.2495, -0.6162], [-0.3723, 0.1612, 0.3029], [0.7563, -0.9044, -1.5659], [0.7869, 0.4507, 1.5394], [-1.4215, 0.4706, -1.2196], [-0.3463, 0.8498, 0.6653], [-1.1678, 0.5906, 0.2753], [0.6079, -0.2850, -0.0899], [0.2445, -0.5155, 0.2254], [0.3792, -0.4318, -0.1464], [-0.1287, -0.3831, -0.1554], [0.4838, -0.0006, 0.0534], [0.0219, -0.1250, 0.1984], [0.0480, 0.1884, 0.1031], [0.3348, -1.0979, -0.3319], [-0.8109, 0.8817, 0.1135], [0.3128, 0.0960, -0.7426], [-1.1002, 0.1154, -1.5252], [0.7623, 0.2468, 1.6926], [0.7184, -0.0493, 0.4084], [0.0471, -0.5297, 0.2580], [-0.2553, 0.4671, 0.4810], [0.4010, -0.3675, 0.1618], [-0.5474, 0.0947, -0.7136], [-0.1659, -0.0036, 0.0662], [0.3224, -0.4722, -0.4819], [-0.4339, 1.3846, 0.2491], [-0.7659, -0.9281, 0.3833], [0.0965, -0.5697, -1.1479], [1.3795, 0.8955, -0.1550], [-0.3604, -1.4236, 1.0444], [-0.0308, 0.9081, 0.6487], [0.0426, -0.1239, 0.0571], [-0.0544, 0.0010, -0.0507], [-0.6370, -0.0855, -0.4594], [-0.0752, 0.2057, -0.0337], [0.6375, 0.3300, -0.0204]],
  "lowdin_charge": [0.6523, -0.3367, -0.3648, -0.3726, -0.3922, 0.1130, -0.4658, 0.0373, -0.1578, -0.1360, -0.0484, 0.1040, 0.1217, 0.0932, 0.1154, 0.1008, 0.1219, 0.1084, -0.4809, 0.0058, -0.1428, -0.1631, -0.0636, 0.1104, 0.1203, 0.1144, 0.1183, 0.1191, 0.1256, 0.1083, -0.5023, 0.0382, -0.1513, -0.1242, -0.0668, 0.1176, 0.1233, 0.0922, 0.1088, 0.0933, 0.1199, 0.1048, -0.4816, 0.0245, -0.1526, -0.1544, -0.0677, 0.1236, 0.1272, 0.0852, 0.1172, 0.1024, 0.1323, 0.1024, -0.4905, 0.0445, -0.1480, -0.1307, -0.0596, 0.1204, 0.1266, 0.1113, 0.0977, 0.1266, 0.1054, 0.0984, -0.5018, 0.0127, -0.1293, -0.1568, -0.0667, 0.1142, 0.1238, 0.0900, 0.1205, 0.1239, 0.1204, 0.0997, -0.4710, 0.0365, -0.1379, -0.1305, -0.0620, 0.1151, 0.0987, 0.1069, 0.0857, 0.1221, 0.1062]
}